{
  "formula": "C6H22BF6NO14S2Zr",
  "method": "the ωB97M-V functional and the def2-TZVPD basis",
  "max_force_ev_per_a": 5.2,
  "homo_lumo_gap_ev": 2.73,
  "multiplicity": 1,
  "homo_energy_ev": -9.63,
  "species": ["Zr", "C", "F", "F", "F", "S", "O", "O", "N", "S", "O", "O", "C", "F", "F", "F", "C", "C", "O", "O", "H", "H", "H", "C", "C", "O", "O", "H", "H", "H", "B", "H", "H", "H", "H", "O", "H", "H", "O", "H", "H", "O", "H", "H", "O", "H", "H", "O", "H", "H", "O", "H", "H"],
  "positions_angstrom": [[-1.66185, 0.11086, -1.83887], [-1.70420, 6.27678, 0.01955], [-2.03763, 7.42792, 0.57387], [-1.84433, 6.35236, -1.32949], [-0.49082, 5.96509, 0.28702], [-2.87428, 4.85109, 0.74950], [-3.65968, 5.40516, 1.87845], [-3.68912, 4.42934, -0.39811], [-1.84373, 3.40406, 0.99708], [-1.14578, 3.70499, 2.44751], [0.12489, 2.97893, 2.52588], [-1.02760, 5.14299, 2.79243], [-2.37735, 3.05131, 3.79525], [-2.56995, 1.76077, 3.70635], [-1.86439, 3.25184, 4.97957], [-3.51913, 3.67996, 3.70970], [-5.70898, -4.13454, 1.25214], [-4.92842, -3.19535, 0.35890], [-4.94884, -1.97938, 0.59784], [-4.24788, -3.46264, -0.64709], [-6.71876, -4.33403, 0.89347], [-5.89710, -3.68080, 2.22520], [-5.21648, -5.08405, 1.46187], [2.74543, 4.38788, -4.22228], [1.79166, 3.23908, -3.93803], [2.02002, 2.29219, -3.23134], [0.54067, 3.25450, -4.14560], [3.62311, 4.35473, -3.57677], [2.28457, 5.37235, -4.30308], [3.21244, 4.15420, -5.17905], [0.65868, -2.18420, 0.54067], [-0.13997, -1.59268, 0.96079], [0.60475, -2.25443, -0.53469], [1.56918, -1.71252, 0.87644], [0.53296, -3.21114, 0.84698], [6.32101, -0.56268, -2.92522], [6.81535, -0.18524, -2.19762], [5.40450, -0.39764, -2.70386], [4.74148, -4.17462, 1.11690], [3.87173, -3.79516, 0.99126], [4.65377, -4.72285, 1.89664], [5.82443, 1.64732, 0.73344], [5.75636, 2.08333, 1.58286], [5.36857, 0.81433, 0.85407], [-0.78893, -1.87760, -5.10916], [-1.18143, -1.68655, -5.96102], [-0.28485, -2.67878, -5.25144], [2.17249, -8.43735, -0.24162], [2.16812, -9.06145, 0.48413], [2.40163, -7.60059, 0.16280], [-0.70771, -5.81929, 4.12099], [-0.46671, -5.67355, 3.20616], [-1.66190, -5.89411, 4.10880]],
  "atomic_forces_ev_per_a": [[1.078, -0.474, 1.215], [-1.869, -0.913, -0.027], [-0.023, -0.038, -0.239], [-0.176, -0.011, 0.982], [1.854, -0.064, 0.081], [-2.384, -1.149, -0.518], [2.213, -0.905, -2.373], [1.084, 0.437, 0.669], [-1.288, 3.214, 1.268], [2.379, 1.279, 0.692], [-2.014, -0.029, 0.083], [-0.690, -2.346, -0.575], [1.195, 0.581, -0.885], [-0.339, -1.491, -0.790], [0.777, 0.706, 1.121], [-0.657, 0.115, -0.031], [-0.018, -0.163, 0.278], [-0.870, -0.824, 0.879], [0.201, 1.551, 0.155], [0.460, -0.549, -0.619], [0.176, -0.013, -0.552], [0.340, 0.398, -0.035], [0.157, 0.033, -0.416], [0.334, -1.195, -0.963], [-0.776, 3.709, 0.148], [1.497, -3.170, 1.721], [-0.735, 0.261, -0.960], [-0.446, 0.079, 0.542], [-0.181, -0.297, 0.256], [-0.184, 0.139, -0.419], [0.284, 0.460, -0.096], [-3.630, 2.467, 2.427], [0.293, -0.357, -5.178], [3.363, 2.219, 0.769], [-1.221, -3.955, 1.081], [0.046, -0.107, -0.262], [0.167, 0.112, 0.214], [-0.220, 0.033, 0.067], [0.199, -0.041, -0.154], [-0.287, 0.195, -0.057], [0.027, -0.110, 0.219], [0.142, 0.041, -0.292], [-0.022, 0.152, 0.206], [-0.141, -0.227, 0.060], [-0.207, 0.391, 0.471], [-0.121, 0.097, -0.250], [0.214, -0.265, 0.102], [-0.088, -0.046, -0.216], [-0.002, -0.196, 0.159], [0.092, 0.252, 0.051], [0.122, -0.080, 0.176], [0.117, 0.107, -0.241], [-0.225, -0.013, 0.056]]
}

{
  "formula": "C6H22HgN4O6",
  "method": "the ωB97M-V functional and the def2-TZVPD basis",
  "max_force_ev_per_a": 2.6,
  "homo_lumo_gap_ev": 6.80,
  "relative_energy_ev": 1.2201,
  "multiplicity": 1,
  "homo_energy_ev": -6.76,
  "species": ["Hg", "C", "C", "O", "H", "H", "H", "H", "H", "C", "C", "O", "H", "H", "H", "H", "H", "C", "O", "N", "N", "H", "H", "H", "H", "C", "O", "N", "N", "H", "H", "H", "H", "O", "H", "H", "O", "H", "H"],
  "positions_angstrom": [[2.28365, 8.15936, -32.04258], [2.38468, 12.50546, -33.58807], [2.78723, 11.24030, -32.83357], [2.14961, 10.08473, -33.22219], [2.56588, 12.37326, -34.65606], [3.08367, 13.28981, -33.27426], [1.37420, 12.79485, -33.31250], [2.41969, 11.44454, -31.79060], [3.88775, 11.14148, -32.76796], [4.23294, 4.63299, -33.05684], [4.18520, 6.10516, -33.48954], [2.92318, 6.63847, -33.59881], [3.94613, 4.54121, -32.00253], [5.28074, 4.30329, -33.02643], [3.65903, 3.96968, -33.69952], [4.78208, 6.19192, -34.41789], [4.79131, 6.67935, -32.75325], [1.11488, 9.86169, -29.10548], [1.58850, 9.02461, -29.86932], [0.53187, 9.58324, -27.90377], [1.37149, 11.19481, -29.31350], [0.35129, 10.33822, -27.27143], [0.24852, 8.64515, -27.69743], [1.84640, 11.42706, -30.17273], [1.14160, 11.86085, -28.60172], [-1.16190, 7.47439, -32.64367], [0.05536, 7.53914, -32.52216], [-1.82289, 6.31229, -32.90098], [-1.94205, 8.59387, -32.58773], [-1.34790, 5.43748, -32.78060], [-2.82511, 6.31320, -32.93825], [-1.58900, 9.44993, -32.20355], [-2.93192, 8.51627, -32.73299], [2.07195, 6.24615, -30.57577], [1.17935, 5.93656, -30.39500], [2.65620, 5.63770, -30.11264], [4.40613, 8.89887, -31.31860], [5.08223, 8.23771, -31.13326], [4.79995, 9.74409, -31.07979]],
  "atomic_forces_ev_per_a": [[0.193, 0.397, -2.558], [1.096, -0.261, 0.021], [-1.067, -0.673, 1.263], [0.011, -0.144, -0.128], [-0.511, 0.001, -0.061], [-0.203, 0.170, 0.072], [-0.140, -0.009, -0.439], [0.675, 0.321, 0.094], [0.004, 0.123, -0.217], [0.764, 0.300, 0.649], [0.203, 0.212, 0.329], [-0.288, 0.261, 0.561], [-0.560, -0.099, -0.188], [-0.022, -0.078, -0.383], [-0.146, 0.051, 0.046], [-0.279, 0.021, -0.172], [0.215, -0.227, -0.004], [1.964, 0.880, 0.042], [-1.192, -0.266, 0.513], [-0.169, -0.041, -0.500], [-0.656, -0.834, 0.235], [-0.276, -0.198, 0.171], [0.066, -0.010, 0.095], [0.029, 0.239, 0.094], [0.046, 0.337, -0.295], [0.676, 0.701, -0.115], [-0.976, -0.640, 0.368], [-0.290, 0.075, 0.041], [-0.562, -0.345, -0.032], [0.185, 0.066, -0.180], [0.002, -0.182, 0.049], [0.349, -0.034, -0.201], [-0.013, 0.142, 0.094], [-0.079, -0.526, 0.631], [-0.060, 0.099, -0.143], [0.109, 0.016, -0.126], [1.087, 0.079, 0.576], [-0.013, -0.023, -0.108], [-0.174, 0.099, -0.093]]
}

{
  "formula": "C6H22N2O4",
  "method": "the ωB97M-V functional and the def2-TZVPD basis",
  "max_force_ev_per_a": 1.9,
  "homo_lumo_gap_ev": 8.39,
  "relative_energy_ev": 2.2744,
  "smiles": "C=CCCCNCN.O.O.O.O",
  "multiplicity": 1,
  "homo_energy_ev": -8.17,
  "species": ["C", "C", "C", "C", "C", "N", "C", "N", "H", "H", "H", "H", "H", "H", "H", "H", "H", "H", "H", "H", "H", "H", "O", "H", "H", "O", "H", "H", "O", "H", "H", "O", "H", "H"],
  "positions_angstrom": [[2.39261, 1.54960, -0.55807], [2.40892, 1.45866, 0.76572], [1.21154, 1.83145, 1.59703], [0.41223, 0.70413, 2.21887], [-0.20654, -0.34317, 1.19497], [-1.64124, -0.28983, 1.23840], [-2.37619, 0.53795, 0.29312], [-2.42674, 1.95757, 0.63786], [1.46509, 1.75300, -1.08238], [3.27954, 1.46212, -1.17351], [3.29793, 1.13222, 1.29395], [0.58771, 2.54331, 1.07092], [1.68336, 2.42673, 2.38683], [-0.43367, 1.04282, 2.79981], [1.12249, 0.11237, 2.80597], [0.17504, -0.13001, 0.19134], [0.21606, -1.30462, 1.48478], [-2.13230, -0.92476, 1.82060], [-3.40662, 0.18579, 0.34920], [-1.84384, 0.44945, -0.64988], [-2.44269, 2.10314, 1.63018], [-1.72372, 2.52446, 0.19056], [-1.36901, -0.72304, -2.39417], [-0.54855, -0.82437, -2.88425], [-1.54658, -1.49141, -1.84961], [1.35804, -0.58603, -3.55116], [1.56537, 0.30403, -3.24398], [0.56468, -0.49397, -4.08903], [-1.24733, -3.67916, 0.98678], [-1.19545, -3.12294, 0.20271], [-0.69994, -3.21005, 1.61949], [0.82829, -2.50106, -1.57411], [1.54096, -2.87195, -2.10638], [1.13057, -1.58243, -1.62256]],
  "atomic_forces_ev_per_a": [[0.246, -0.055, -0.155], [-0.687, -0.240, -0.507], [0.660, 0.535, 0.543], [0.673, -1.451, -1.059], [0.277, 1.343, 1.015], [0.226, -0.025, -0.903], [0.623, 0.126, 1.479], [-0.225, 0.106, -0.519], [-0.033, 0.333, 0.052], [0.056, -0.317, 0.066], [0.109, 0.159, -0.018], [-0.264, -0.035, -0.406], [-0.378, 0.060, 0.317], [0.156, 0.235, 0.406], [-0.220, 0.264, 0.507], [-0.216, -0.020, -0.090], [-0.350, -0.257, -0.152], [-0.274, -0.386, 0.182], [0.067, -0.261, -0.696], [-0.761, 0.013, -0.382], [0.059, 0.115, 0.267], [0.161, -0.075, 0.150], [-0.560, 0.862, -0.342], [-0.110, -0.733, 0.729], [0.481, -0.304, -0.218], [0.040, 0.175, 0.020], [0.004, 0.058, -0.110], [0.289, 0.142, -0.427], [-0.153, -0.010, -0.023], [0.093, -0.062, -0.083], [0.101, -0.036, 0.125], [0.595, 0.290, 0.016], [-0.192, -0.638, -0.031], [-0.494, 0.087, 0.248]]
}

{
  "formula": "C6H22O5",
  "method": "the ωB97M-V functional and the def2-TZVPD basis",
  "max_force_ev_per_a": 1.2,
  "homo_lumo_gap_ev": 9.73,
  "relative_energy_ev": 0.9505,
  "smiles": "CCO.CCO.CCO.O.O",
  "multiplicity": 1,
  "homo_energy_ev": -9.33,
  "species": ["C", "C", "O", "H", "H", "H", "H", "H", "H", "C", "C", "O", "H", "H", "H", "H", "H", "H", "C", "C", "O", "H", "H", "H", "H", "H", "H", "O", "H", "H", "O", "H", "H"],
  "positions_angstrom": [[6.11355, 21.73234, 11.74026], [5.63728, 22.71924, 10.67834], [5.92542, 22.21000, 9.37280], [5.67412, 21.95426, 12.71774], [7.19489, 21.82061, 11.86925], [5.85330, 20.70248, 11.50834], [6.10402, 23.70121, 10.82086], [4.57514, 22.93758, 10.79362], [6.88201, 22.27285, 9.28271], [3.97330, 17.30104, 18.14175], [3.64327, 17.77724, 16.75007], [3.74212, 19.17611, 16.69399], [3.45847, 17.91777, 18.87792], [5.04188, 17.26696, 18.35610], [3.64286, 16.26685, 18.28042], [2.65944, 17.39998, 16.43956], [4.32401, 17.31304, 16.01841], [3.44694, 19.47027, 15.81744], [5.32992, 16.16186, 12.78922], [4.40105, 16.88120, 11.82857], [3.23008, 17.35820, 12.47319], [5.66583, 16.84836, 13.57066], [6.24862, 15.86273, 12.27330], [4.88580, 15.27006, 13.22941], [4.14929, 16.18612, 11.01241], [4.92706, 17.68768, 11.31930], [2.76954, 16.60418, 12.85311], [3.32280, 19.85574, 13.93182], [3.31363, 19.00598, 13.45468], [3.13459, 20.53016, 13.25369], [2.19507, 21.85827, 12.24397], [1.89511, 22.75298, 12.44162], [1.49903, 21.47773, 11.69429]],
  "atomic_forces_ev_per_a": [[-0.010, 0.548, 0.491], [0.179, -0.161, 0.357], [-0.200, 0.427, 0.191], [-0.008, 0.056, -0.074], [0.027, -0.215, -0.090], [-0.045, 0.016, -0.228], [0.224, -0.105, -0.005], [-0.133, -0.494, -0.452], [-0.065, -0.107, -0.172], [-0.065, -0.587, 0.252], [0.276, -0.471, -0.548], [-0.242, 0.141, 0.022], [0.086, 0.028, 0.029], [0.021, 0.431, -0.072], [-0.151, 0.067, -0.062], [-0.239, 0.302, 0.247], [0.169, 0.039, 0.111], [0.189, 0.125, -0.031], [0.658, 0.484, -0.052], [0.386, -1.097, -0.420], [0.025, 0.323, -0.190], [-0.236, -0.120, 0.147], [-0.185, -0.119, -0.088], [-0.112, 0.040, 0.047], [-0.254, 0.095, 0.153], [-0.262, 0.409, 0.386], [-0.012, 0.014, 0.035], [0.050, -0.170, -0.426], [-0.005, 0.186, 0.104], [-0.083, -0.154, 0.462], [-0.170, 0.157, -0.258], [0.077, -0.112, 0.058], [0.113, 0.022, 0.077]]
}

{
  "formula": "C6H22O5",
  "method": "the ωB97M-V functional and the def2-TZVPD basis",
  "max_force_ev_per_a": 3.1,
  "homo_lumo_gap_ev": 10.42,
  "relative_energy_ev": 1.7276,
  "smiles": "CCO.CCO.CCO.O.O",
  "multiplicity": 1,
  "homo_energy_ev": -9.95,
  "species": ["C", "C", "O", "H", "H", "H", "H", "H", "H", "C", "C", "O", "H", "H", "H", "H", "H", "H", "C", "C", "O", "H", "H", "H", "H", "H", "H", "O", "H", "H", "O", "H", "H"],
  "positions_angstrom": [[0.05809, -0.16091, -2.69575], [-1.06883, -1.13436, -2.39819], [-0.98337, -1.59213, -1.07593], [-0.09572, 0.21328, -3.70789], [1.04384, -0.62605, -2.70439], [0.06649, 0.70080, -2.02829], [-1.11343, -1.97675, -3.08847], [-2.05813, -0.68233, -2.46931], [-1.81225, -2.02863, -0.86615], [-2.38292, 1.68815, -0.00176], [-3.23854, 2.76308, -0.60269], [-2.85427, 2.88275, -1.94900], [-2.85138, 0.80997, -0.44612], [-2.44021, 1.63769, 1.08556], [-1.33593, 1.72981, -0.30206], [-2.84826, 3.60500, -0.03091], [-4.27129, 2.51555, -0.35723], [-2.00701, 3.33229, -1.98976], [2.93590, -0.21431, 0.64445], [3.36953, -1.49535, 1.32427], [3.92083, -2.45171, 0.43188], [3.83207, 0.20982, 0.19158], [2.59423, 0.57088, 1.31888], [2.15736, -0.46549, -0.07588], [2.48147, -1.93609, 1.77724], [4.13584, -1.27821, 2.06839], [4.41718, -3.06440, 0.97946], [0.89688, -0.73663, 4.35872], [1.18259, 0.16239, 4.52111], [0.48978, -0.70639, 3.49294], [-0.49016, -0.60328, 1.78934], [-1.18868, -1.23586, 1.95708], [-0.54172, -0.43257, 0.84890]],
  "atomic_forces_ev_per_a": [[-0.282, -0.163, -0.570], [-0.572, 0.409, -0.245], [0.484, -0.391, 1.162], [-0.016, 0.137, -0.059], [-0.082, -0.163, 0.268], [-0.088, -0.142, 0.122], [0.477, -0.113, -0.213], [0.048, 0.653, -0.486], [0.030, -0.127, 0.083], [-0.638, -1.641, -0.021], [2.600, 0.620, 1.663], [-1.212, 0.088, -0.976], [0.643, -0.798, 0.335], [-0.081, -0.044, 0.004], [-0.056, 0.211, -0.038], [-1.066, 1.009, -0.183], [-0.132, 0.534, -0.891], [-0.055, 0.011, 0.107], [0.798, -0.253, -0.382], [-0.447, 0.080, 0.780], [0.094, 0.210, -0.596], [-0.175, 0.045, -0.604], [-0.269, -0.418, 0.314], [0.112, 0.336, -0.208], [0.054, -0.027, 0.475], [-0.215, 0.138, 0.371], [-0.008, -0.110, -0.149], [0.176, -0.205, 0.445], [0.053, 0.173, 0.064], [-0.160, 0.075, -0.557], [0.087, 0.147, 0.486], [-0.180, -0.172, 0.035], [0.077, -0.107, -0.536]]
}

{
  "formula": "C6H22O5",
  "method": "the ωB97M-V functional and the def2-TZVPD basis",
  "max_force_ev_per_a": 1.9,
  "homo_lumo_gap_ev": 10.48,
  "relative_energy_ev": 1.7631,
  "smiles": "CCO.CCO.CO.CO.O",
  "multiplicity": 1,
  "homo_energy_ev": -10.13,
  "species": ["C", "C", "O", "H", "H", "H", "H", "H", "H", "C", "C", "O", "H", "H", "H", "H", "H", "H", "C", "O", "H", "H", "H", "H", "C", "O", "H", "H", "H", "H", "O", "H", "H"],
  "positions_angstrom": [[-10.67993, 3.01526, 1.32570], [-11.50923, 4.22418, 1.66149], [-12.82630, 3.85296, 2.09178], [-9.65321, 3.38744, 1.31045], [-11.03354, 2.56305, 0.40171], [-10.73228, 2.25902, 2.11022], [-11.58269, 4.86425, 0.77504], [-11.03024, 4.83745, 2.43466], [-13.40487, 4.56936, 1.81625], [-5.29012, 3.89624, 1.27898], [-5.68046, 4.55535, 2.60926], [-5.70626, 3.47141, 3.57597], [-5.93667, 3.03428, 1.14217], [-4.27703, 3.49550, 1.29620], [-5.40702, 4.54826, 0.41260], [-6.69188, 4.96179, 2.48900], [-5.07461, 5.34818, 3.05090], [-6.37985, 3.73049, 4.24458], [-8.13528, 0.81234, 2.98224], [-6.77167, 0.94434, 2.69224], [-8.25105, 0.16037, 3.86245], [-8.66694, 1.73014, 3.23523], [-8.70672, 0.22464, 2.26084], [-6.40151, 1.78007, 3.03309], [-8.84285, 4.00581, 5.61043], [-7.46035, 4.32300, 5.50799], [-9.28738, 4.47908, 6.48609], [-9.37231, 4.29206, 4.69888], [-8.94009, 2.92571, 5.73693], [-7.20993, 5.05845, 6.06784], [-5.86492, 0.18554, 0.15061], [-6.05050, 0.47694, 1.06936], [-6.68602, 0.34011, -0.32526]],
  "atomic_forces_ev_per_a": [[-0.064, 0.189, 0.567], [-0.509, 0.352, 0.056], [0.303, 0.136, -0.268], [0.133, -0.433, -0.549], [0.365, 0.007, -0.124], [-0.108, 0.078, 0.060], [0.026, -0.030, -0.001], [0.023, -0.152, 0.092], [-0.176, -0.124, 0.157], [0.323, 0.410, 0.392], [-0.507, -1.156, -0.032], [-0.761, 0.466, 0.042], [-0.197, -0.005, -0.070], [0.086, 0.173, 0.051], [0.067, 0.111, 0.118], [-0.012, 0.008, 0.110], [0.415, 0.020, -0.617], [0.599, -0.192, -0.099], [-0.586, -1.070, 1.450], [0.190, 0.218, -0.493], [0.125, 0.242, 0.227], [0.195, 0.245, -0.371], [0.386, 0.493, -0.717], [-0.120, 0.057, 0.061], [-0.082, -0.182, 0.211], [0.142, -0.114, -0.153], [-0.104, 0.066, -0.132], [-0.007, 0.133, 0.103], [0.049, 0.050, -0.031], [-0.158, 0.071, 0.066], [0.004, 0.152, 0.260], [-0.077, -0.215, -0.402], [0.036, -0.005, 0.037]]
}